[1]
C3H4F2IP in the gas phase in a non-equilibrium geometry. Source: the OMol25 dataset; level of theory: the ωB97M-V functional and the def2-TZVPD basis.

**Molecular weight**: 235.9 g mol⁻¹
**ΔE to the lowest compared entry with this formula, charge and spin**: 63.0 kcal per mole
**SMILES**: C=[PH2]C(I)=C(F)F
**LUMO energy (alpha / beta)**: -0.331 / -0.331 eV
**HOMO (alpha / beta)**: -8.2 / -8.2 eV
**Frontier orbital gap (alpha / beta)**: 7.895 / 7.894 eV
**Largest force on an atom**: 0.0637 hartree/bohr

```
11
Properties=species:S:1:pos:R:3:forces:R:3
C -0.582904 -0.151986 2.231211 2.2477 -1.9273 -0.6112
P -0.697970 -0.314007 0.481958 -2.0414 -0.3450 -0.0049
C 0.017073 0.181349 -1.469840 1.7186 0.0162 2.7878
I -1.079658 -0.340229 -3.146636 0.3183 0.3066 0.3920
C 1.285889 0.661386 -1.407191 -0.7472 -0.0659 0.0211
F 2.031807 1.121130 -2.415417 -0.5536 -0.4867 0.6093
F 2.003938 0.799639 -0.254196 -1.0849 -0.1369 -1.4208
H 0.002291 -1.082878 2.664269 -0.7746 2.0444 -0.8487
H -0.150674 0.788715 2.551764 -0.3138 0.2110 0.5057
H -2.116958 0.065926 0.388317 1.4166 -0.1010 -1.0259
H -0.712834 -1.729047 0.375762 -0.1858 0.4846 -0.4044
```
Positions in Å, forces in eV/Å.

***

[2]
C3H4F2O in the gas phase in a non-equilibrium geometry. Source: the OMol25 dataset; level of theory: the ωB97M-V functional and the def2-TZVPD basis.

**Molecular weight**: 94.1 g mol⁻¹
**ΔE to the lowest compared entry with this formula, charge and spin**: 12.0 kcal per mole
**SMILES**: O=CCC(F)F
**LUMO energy**: 0.740 eV
**HOMO**: -10.4 eV
**Frontier orbital gap**: 11.161 eV
**Largest force on an atom**: 0.0695 hartree/bohr

```
10
Properties=species:S:1:pos:R:3:forces:R:3
O 2.226304 0.548050 0.294423 0.6347 1.3680 0.6675
C 1.735433 -0.463932 -0.084903 0.5842 0.2495 0.1525
C 0.319180 -0.658358 -0.343700 -2.5597 -2.3507 -0.8308
C -0.840563 0.041210 0.359744 1.2167 0.4422 -0.9675
F -1.988598 -0.625449 0.178902 -0.3209 -0.7851 0.2019
F -1.013529 1.206653 -0.333053 -0.0543 0.6906 0.4272
H 2.377547 -1.323629 -0.293199 0.1334 -0.4550 -0.1800
H 0.033979 -0.270389 -1.332739 0.8405 -0.7889 -0.4664
H 0.181853 -1.785603 -0.310831 -0.3364 1.2814 -0.2161
H -0.668968 0.250864 1.381899 -0.1382 0.3480 1.2117
```
Positions in Å, forces in eV/Å.

***

[3]
C3H4F2O in the gas phase in a non-equilibrium geometry. Source: the OMol25 dataset; level of theory: the ωB97M-V functional and the def2-TZVPD basis.

**Molecular weight**: 94.1 g mol⁻¹
**ΔE to the lowest compared entry with this formula, charge and spin**: 40.6 kcal per mole
**SMILES**: CO/C(F)=C/F
**LUMO energy**: 0.841 eV
**HOMO**: -8.7 eV
**Frontier orbital gap**: 9.559 eV
**Largest force on an atom**: 0.0361 hartree/bohr

```
10
Properties=species:S:1:pos:R:3:forces:R:3
C 0.507586 -1.464625 0.941531 -1.0964 1.1762 -0.9253
O 0.588163 -0.317577 0.057125 -0.3276 0.9689 -1.2721
C -0.409062 0.530687 -0.357364 0.9374 -0.1143 0.4655
F -1.624073 0.322177 0.222329 1.0120 0.1353 -0.7407
C -0.168667 1.573348 -1.198460 -0.2298 -0.8295 1.3437
F -1.141690 2.453518 -1.462169 -1.0303 0.1424 -0.0486
H -0.260715 -2.175845 0.606652 0.2548 0.1780 0.1296
H 0.253523 -1.033972 1.900471 0.1575 -0.5641 0.5478
H 1.502999 -1.886382 0.858759 -0.0817 -0.0957 0.3542
H 0.751936 1.998673 -1.568874 0.4039 -0.9969 0.1459
```
Positions in Å, forces in eV/Å.